The following is a quantum chemistry calculation of 9 unconnected molecules or ions with the total composition C36H48F24O19 at a distorted geometry, from the OMol25 dataset.

XYZ file:
```
127
Properties=species:S:1:pos:R:3:forces:R:3:mulliken_charge:R:1
C 28.92041 -2.18428 -5.98458 -0.1 -0.2 -0.3 -0.1063
C 29.14031 -3.08476 -4.77562 -0.4 -0.3 -1.4 -0.6233
O 29.21934 -2.26144 -3.63527 0.0 0.2 1.1 -0.3478
C 29.87964 -2.73626 -2.59265 1.9 -0.8 0.3 0.4060
O 30.72802 -3.60652 -2.56179 -1.3 0.9 -0.3 -0.5574
C 29.49162 -2.01993 -1.28477 -1.5 0.3 -0.5 0.9063
F 28.89077 -0.83925 -1.55667 0.5 -0.3 0.4 -0.1508
F 28.57789 -2.79534 -0.66858 0.0 0.0 0.0 -0.2634
F 30.48526 -1.84417 -0.44690 0.5 0.2 0.0 -0.2515
H 27.87126 -1.88798 -6.01349 0.1 0.6 0.3 -0.4730
H 29.05892 -2.68402 -6.94522 0.3 -0.4 0.2 0.4758
H 29.60635 -1.33852 -5.96309 -0.2 0.1 0.0 0.4214
H 30.00767 -3.73601 -4.87105 0.0 0.1 0.1 0.4352
H 28.22682 -3.66905 -4.65493 0.2 -0.4 0.2 0.1453
C 28.30061 6.20392 1.34583 -0.3 -1.0 -0.1 -0.8502
C 26.78952 6.12972 1.50812 1.0 0.8 0.1 -0.1945
O 26.34824 4.82200 1.85754 -1.3 -1.3 0.5 -0.3088
C 26.38323 3.73727 1.06523 2.2 3.2 -1.7 0.4703
O 27.00997 3.71014 0.01326 -1.7 -0.8 1.7 -0.4775
C 25.66879 2.57675 1.72204 -1.6 -1.8 0.1 0.7665
F 24.93986 2.88685 2.81303 0.7 0.1 -0.7 -0.2513
F 24.80938 1.93899 0.86690 0.6 1.0 0.3 -0.1430
F 26.57875 1.66837 2.04736 0.4 -0.1 0.4 -0.2515
H 28.59070 7.24550 1.22067 0.2 -0.2 -0.4 0.3838
H 28.56495 5.51020 0.54865 0.3 0.7 -0.4 0.0859
H 28.82868 5.78107 2.20180 -0.3 0.3 0.4 0.3430
H 26.25158 6.53180 0.64900 0.0 -0.4 -0.3 0.2520
H 26.53434 6.78200 2.34338 -0.4 -0.4 0.2 0.2545
C 24.48152 6.54167 -3.36449 -1.0 -0.2 0.6 -1.5645
C 24.86618 5.10032 -3.67036 1.2 1.0 0.8 0.3797
O 23.69738 4.34267 -3.87860 -0.9 -0.4 -0.2 -0.1922
C 23.54335 3.66637 -4.99368 1.9 0.3 -2.0 0.3662
O 24.35760 3.57380 -5.90291 -1.5 0.0 1.4 -0.6884
C 22.16859 2.99041 -5.06804 0.6 -1.7 0.4 1.0236
F 21.44555 3.25743 -3.99778 -0.5 0.3 0.3 -0.2201
F 21.48957 3.27491 -6.15151 -0.4 0.9 -0.7 -0.2704
F 22.35867 1.65134 -5.11686 0.1 0.2 0.3 -0.0596
H 23.95954 6.57600 -2.40518 0.3 -0.1 0.3 0.3350
H 23.68866 6.91257 -4.01567 0.5 0.1 -0.6 0.4461
H 25.33911 7.20838 -3.31354 -0.1 -0.1 -0.2 0.3401
H 25.32342 4.67660 -2.77505 0.2 -0.1 -0.1 -0.1657
H 25.59945 5.06384 -4.47451 -0.4 -0.4 -0.3 0.3173
C 29.21545 1.63531 -4.81926 -0.5 1.4 0.5 -0.2651
C 28.90035 3.07423 -5.36711 0.2 -2.2 0.1 -0.5023
O 28.98079 3.96219 -4.22424 0.0 0.4 0.3 -0.1005
C 28.98935 5.29160 -4.31327 0.0 0.5 -2.0 0.2385
O 29.03434 5.97071 -5.32018 -0.1 -1.1 1.4 -0.5582
C 28.86128 5.98021 -2.92417 -0.5 1.1 -0.3 0.9513
F 27.57016 6.27429 -2.68040 -0.4 -0.5 -0.2 -0.2312
F 29.27558 5.22776 -1.92652 0.6 0.1 0.1 -0.2131
F 29.44952 7.20447 -2.93746 0.4 -1.3 0.1 -0.2612
H 29.33704 0.88870 -5.60189 0.2 0.3 -0.2 -0.1792
H 28.41046 1.27195 -4.18110 0.0 0.1 0.1 -0.1498
H 30.10877 1.76542 -4.20840 0.2 -0.5 -0.1 0.5899
H 27.89732 3.04669 -5.78993 0.0 0.6 0.0 0.2395
H 29.64772 3.21904 -6.14550 -0.1 1.0 0.2 0.3953
C 22.60014 -3.95026 -9.68135 -0.1 0.1 -1.0 -0.6231
C 22.03898 -2.66323 -10.38365 0.7 -1.9 0.0 -0.4460
O 21.24476 -1.97475 -9.43740 -0.2 0.9 1.4 -0.2869
C 21.72603 -0.92226 -8.72863 -0.4 0.1 -2.7 0.4080
O 22.68323 -0.27313 -9.04518 0.1 -0.5 0.9 -0.5647
C 20.66748 -0.44732 -7.70952 0.8 0.0 0.2 0.9169
F 19.44951 -0.57058 -8.19989 -0.5 -0.2 0.0 -0.2711
F 20.78375 -1.15385 -6.57940 -0.2 -0.2 0.1 -0.1753
F 20.86851 0.82921 -7.42273 0.1 0.2 0.0 -0.1865
H 23.28194 -4.51007 -10.32494 0.2 0.4 -0.2 0.4535
H 21.80695 -4.68445 -9.53828 -0.3 0.3 0.4 0.3516
H 23.12809 -3.76811 -8.74641 -0.2 0.3 0.0 -0.1673
H 21.35813 -2.99189 -11.16852 -0.2 0.1 0.1 0.2891
H 22.78740 -2.06979 -10.90760 0.1 0.3 0.6 0.3289
C 18.38745 1.52190 -3.77936 1.4 0.3 -0.3 -0.9407
C 18.97386 0.22731 -3.19302 -1.8 0.4 -0.8 -0.1683
O 20.26717 0.52477 -2.71217 1.1 0.6 1.2 -0.1202
C 20.85601 -0.19884 -1.75716 -1.7 -3.2 -0.8 -0.1957
O 20.46302 -1.30896 -1.38228 1.1 3.0 -0.4 -0.5648
C 22.19997 0.39770 -1.29165 0.1 0.0 0.0 1.4114
F 23.21474 -0.38580 -1.66860 -0.1 -0.3 0.1 -0.2312
F 22.45988 1.60319 -1.79145 -0.3 0.2 0.2 -0.2501
F 22.18039 0.45685 0.04205 0.1 0.2 0.0 -0.2879
H 19.15831 1.93021 -4.43770 -0.1 -0.1 -0.3 0.0735
H 18.27040 2.32692 -3.05370 -0.4 -0.3 0.3 0.3133
H 17.48943 1.36702 -4.37401 -0.1 -0.1 0.3 0.4195
H 19.02517 -0.50714 -3.99710 0.3 -0.2 0.2 0.1752
H 18.26762 -0.13422 -2.44552 0.6 -0.3 0.4 0.3706
C 26.20922 -3.93921 -8.17187 0.1 -0.1 -0.1 -0.7696
C 26.10703 -4.63431 -6.78514 -0.1 -0.6 -1.9 0.4622
O 24.75353 -4.53030 -6.36651 -2.5 0.2 1.2 -0.2853
C 23.85206 -5.55822 -6.40794 2.3 -0.8 -1.7 0.3499
O 24.12177 -6.66329 -6.81942 -0.6 1.0 0.7 -0.5640
C 22.41940 -5.15785 -5.98832 0.7 0.8 1.4 0.8144
F 22.17143 -3.89337 -6.29055 -0.1 0.6 -0.4 -0.1252
F 21.48026 -5.90262 -6.52144 0.1 -0.5 -0.1 -0.2434
F 22.36278 -5.23175 -4.63164 -0.1 -0.4 -0.5 -0.2547
H 27.22623 -3.72705 -8.50685 0.2 0.0 0.5 0.2887
H 25.64861 -3.00310 -8.18650 0.1 0.1 0.3 0.0369
H 25.81757 -4.50910 -9.01597 -0.3 -0.4 0.4 0.3942
H 26.75417 -4.14880 -6.05890 -0.3 0.0 0.2 -0.6352
H 26.31918 -5.70057 -6.86880 0.4 0.1 0.1 0.5560
C 30.21030 -0.15511 -9.35067 0.1 -1.1 -0.4 -1.1502
C 28.82991 -0.61907 -9.79783 0.3 1.9 0.6 0.5759
O 28.82250 -1.24078 -11.09131 -0.5 -0.2 -0.3 -0.3597
C 29.09945 -2.51688 -11.22167 1.3 -1.4 0.6 0.4710
O 29.48241 -3.27781 -10.35964 -0.7 0.8 -0.4 -0.5319
C 29.07098 -3.07376 -12.69863 -0.7 0.8 0.5 0.7819
F 28.51731 -2.20093 -13.55429 0.3 -0.1 0.1 -0.2498
F 30.31233 -3.35067 -13.09137 -0.1 0.1 0.0 -0.2400
F 28.34072 -4.19185 -12.73826 0.2 0.1 0.1 -0.2415
H 30.66706 0.47608 -10.11171 0.0 0.1 0.1 0.3851
H 30.83686 -1.03768 -9.21439 0.2 0.1 0.1 0.3324
H 30.11640 0.36268 -8.39685 0.0 0.1 -0.1 0.2004
H 28.27781 0.30776 -9.95652 -0.4 -0.2 -0.2 0.3646
H 28.32834 -1.11452 -8.96667 -0.1 -0.9 -0.6 -0.2852
C 25.84662 0.52177 -7.35598 -0.2 0.6 -0.1 -0.7510
C 25.10027 -0.32780 -6.33106 0.8 0.2 -1.0 0.8320
O 24.84331 0.50241 -5.19933 -0.9 -0.4 -0.3 -0.0462
C 25.59432 0.44344 -4.12886 1.9 0.0 0.2 0.2585
O 26.52690 -0.32547 -3.94359 -1.2 0.6 0.1 -0.6870
O 25.27336 1.49848 -3.35394 -0.2 -1.0 -1.1 0.4809
C 25.96854 1.62746 -2.13764 -0.4 0.4 1.1 -0.8582
H 25.19428 1.32036 -7.71144 -0.1 -0.2 -0.2 0.3541
H 26.23016 -0.05723 -8.19617 -0.3 -0.1 -0.1 0.2054
H 26.69587 1.06943 -6.94205 0.1 -0.3 0.4 0.0628
H 25.68377 -1.23255 -6.16060 -0.1 0.1 0.9 -0.3026
H 24.14420 -0.64256 -6.74595 -0.1 0.2 0.2 -0.2958
H 27.04267 1.46907 -2.21240 -0.1 0.1 -0.2 0.2525
H 25.54465 0.97746 -1.37065 0.2 -0.3 -0.2 0.2534
H 25.69336 2.63155 -1.81927 0.5 0.0 0.0 0.0350
```
Forces are in eV/Å.

Properties
Gap between HOMO and LUMO, eV: 11.16
SMILES string: CCOC(=O)C(F)(F)F.CCOC(=O)C(F)(F)F.CCOC(=O)C(F)(F)F.CCOC(=O)C(F)(F)F.CCOC(=O)C(F)(F)F.CCOC(=O)C(F)(F)F.CCOC(=O)C(F)(F)F.CCOC(=O)C(F)(F)F.CCOC(=O)OC
Strongest force on any atom, eV Å⁻¹: 4.20
Spin multiplicity: 1
Net charge: 0
E_HOMO, eV: -10.882